[1]
C32H48B2MnO34 | ωB97M-V/def2-TZVPD

Element x y z (Å)
Mn  0.17297  -0.26893  -0.35617
O  -2.51993  8.44306  -0.77050
C  -1.91670  7.69617  0.02687
O  -2.27890  6.46676  0.45445
B  -1.15536  5.80606  1.07879
O  -0.11298  6.83291  1.20181
C  -0.53423  7.97650  0.59670
O  0.03724  9.05868  0.57546
O  -0.71560  4.63758  0.26196
C  -0.70516  3.57402  1.02411
O  -0.33188  2.43317  0.78639
C  -1.34673  3.92306  2.39573
O  -1.53916  5.26440  2.39715
O  -1.58498  3.20383  3.35177
O  -0.43658  -2.53517  0.50712
C  -0.73734  -3.60928  1.03141
O  0.14202  -4.53477  1.31352
B  -0.59666  -5.72602  1.70900
O  -2.03623  -5.40757  1.71018
C  -2.20362  -4.12722  1.36848
O  -3.26290  -3.46637  1.14169
O  -0.27818  -6.86808  0.82614
C  0.06552  -7.86056  1.62490
O  0.13988  -9.06454  1.30474
C  0.27592  -7.39611  3.06718
O  -0.11926  -6.13026  3.03491
O  0.65217  -8.10029  4.04918
C  -1.47352  -2.74814  5.37354
C  -0.57721  -1.49219  5.02816
O  -0.11495  -1.53150  3.63207
C  0.57280  -0.55661  3.01899
O  0.74849  -0.47881  1.79882
O  0.84641  0.37014  3.88221
C  1.65259  1.50343  3.51892
H  -1.72419  -2.67040  6.43148
H  -0.94672  -3.70202  5.34705
H  -2.37235  -2.67186  4.76168
H  0.24839  -1.30624  5.71511
H  -1.28217  -0.66451  5.10607
H  0.95286  2.22089  3.09030
H  2.43208  1.31758  2.78004
H  2.08500  1.93064  4.42370
C  -2.12786  5.16332  -2.79814
C  -0.84906  4.34776  -3.17510
O  -0.87198  3.13220  -2.45764
C  -0.09689  2.07680  -2.73098
O  -0.07917  1.05197  -2.03317
O  0.66888  2.24638  -3.84328
C  1.64166  1.26460  -4.15883
H  -3.00754  4.64257  -3.17640
H  -2.10066  6.10530  -3.34590
H  -2.21720  5.31411  -1.72233
H  -0.00758  4.94285  -2.82032
H  -0.60568  4.30538  -4.23674
H  2.26206  1.69885  -4.94280
H  1.28469  0.39279  -4.70712
H  2.15423  0.99488  -3.23546
C  -4.47391  0.99289  3.55225
C  -4.71418  -0.07170  2.43189
O  -3.49847  -0.38958  1.69299
C  -3.01473  0.36643  0.66180
O  -1.86206  0.24080  0.23383
O  -3.93845  1.15953  0.14150
C  -3.68868  1.97951  -1.01543
H  -4.32031  2.01773  3.21429
H  -3.72424  0.70282  4.28842
H  -5.43815  1.06485  4.05539
H  -5.51458  0.22173  1.75266
H  -4.92941  -1.04096  2.88168
H  -2.95507  2.75803  -0.80609
H  -4.56367  2.30859  -1.57596
H  -3.19026  1.34662  -1.74968
C  -0.96355  -5.96313  -2.95737
C  -0.93077  -4.52714  -3.55688
O  -0.93232  -3.55192  -2.55302
C  -1.27615  -2.25664  -2.71544
O  -1.06356  -1.32381  -1.85469
O  -1.73995  -2.06660  -3.94727
C  -2.10248  -0.77362  -4.38427
H  -0.11162  -6.26557  -2.34840
H  -0.95595  -6.68739  -3.77192
H  -1.81761  -6.08604  -2.29136
H  -1.78082  -4.49287  -4.23832
H  0.00289  -4.50428  -4.11890
H  -3.04411  -0.46426  -3.93071
H  -2.25067  -0.78971  -5.46403
H  -1.31876  -0.05099  -4.15691
C  4.03673  -2.26434  1.10558
C  2.94676  -3.34536  0.64159
O  2.86705  -3.45739  -0.73771
C  2.31812  -2.49981  -1.59160
O  1.65414  -1.52548  -1.22109
O  2.54561  -2.76841  -2.87725
C  3.40015  -3.75572  -3.33794
H  3.66395  -1.25995  0.90472
H  4.95034  -2.41989  0.53181
H  4.26712  -2.26641  2.17095
H  1.96676  -3.10138  1.05168
H  3.20246  -4.34664  0.98822
H  2.97958  -4.75933  -3.27486
H  4.36919  -3.70742  -2.84123
H  3.47506  -3.53478  -4.40269
C  3.11594  5.18011  -0.29321
C  2.59968  3.76824  0.04893
O  3.61263  2.81347  -0.23250
C  3.32054  1.45958  -0.40919
O  2.19159  0.98594  -0.32661
O  4.34362  0.69355  -0.84183
C  5.73121  1.13506  -0.59736
H  2.52114  6.06430  -0.06403
H  3.42504  5.23090  -1.33723
H  3.96703  5.37896  0.35812
H  1.73931  3.57935  -0.59309
H  2.35382  3.60954  1.09891
H  5.89274  2.03868  -1.18513
H  6.52815  0.45172  -0.89070
H  5.95757  1.34891  0.44721

**Lowest unoccupied orbital energy**: -0.30 eV
**HOMO-LUMO gap**: 9.040 eV
**Multiplicity**: 6
**<S²>**: 8.7516
**Energy above the lowest of the compared OMol25 structures with the same formula, charge and spin**: 276.3 kJ/mol

=====

[2]
C32H48F3O25V | ωB97M-V/def2-TZVPD

Element x y z (Å)
O  0.97538  -1.44278  -1.26322
V  0.91000  -0.55313  0.03318
O  -0.62267  -0.51890  0.48295
C  3.37613  0.75557  1.00754
O  3.37419  -0.13097  -0.06393
O  2.09833  0.64961  1.50664
C  4.55194  0.55261  2.01143
F  5.66313  1.10011  1.51679
F  4.39552  1.07752  3.25103
F  4.69144  -0.77619  2.24807
C  4.45266  -0.13742  -0.99434
C  4.09926  -1.00752  -2.17387
H  3.71115  -1.97231  -1.84718
H  3.38291  -0.52352  -2.83556
H  5.01060  -1.20448  -2.74167
H  5.39611  -0.49522  -0.57362
H  4.60265  0.89959  -1.31353
H  3.49763  1.79309  0.65895
C  -0.54709  2.83772  2.43568
C  0.59508  3.77532  2.14007
C  0.62709  4.27336  0.67237
O  0.70168  5.68627  0.75755
C  0.49787  6.05791  2.03423
O  0.30857  7.20427  2.33708
O  0.28623  5.00625  2.80878
H  -1.48434  3.25245  2.06396
H  -0.58763  2.54752  3.48353
H  -0.39533  1.93055  1.85082
H  1.58023  3.43564  2.45927
H  -0.24273  3.96136  0.09550
H  1.52469  3.79593  0.27526
C  -5.37561  2.27032  -1.90889
C  -3.90378  2.41869  -2.32217
C  -2.96266  2.93655  -1.23062
O  -1.87279  2.01020  -1.20144
C  -2.12502  1.00787  -2.06211
O  -1.36996  0.12051  -2.32605
O  -3.37906  1.11495  -2.50247
H  -5.94188  3.19853  -1.92882
H  -5.41631  1.80810  -0.92302
H  -5.80824  1.57929  -2.63289
H  -3.82893  3.04805  -3.21118
H  -3.42780  3.07934  -0.25331
H  -2.59277  3.93648  -1.47036
C  -4.25128  -0.53923  2.52292
C  -4.26438  -0.43745  1.01594
C  -3.75959  -1.75188  0.34518
O  -4.83512  -2.15273  -0.44745
C  -5.92455  -1.38139  -0.26319
O  -6.98076  -1.52714  -0.79910
O  -5.63351  -0.38418  0.55442
H  -4.88763  -1.32613  2.93571
H  -4.73166  0.32112  2.99797
H  -3.23933  -0.67953  2.89926
H  -3.74990  0.39592  0.54203
H  -3.43208  -2.48150  1.08585
H  -2.90292  -1.42720  -0.24836
C  0.46899  5.42551  -3.33104
C  0.34507  3.92333  -3.55839
C  1.43583  3.28270  -4.40995
O  1.85107  2.16707  -3.60082
C  1.25412  2.22900  -2.42380
O  1.45800  1.40369  -1.56363
O  0.53101  3.31952  -2.27250
H  -0.13951  5.77224  -2.49809
H  0.25770  6.06114  -4.18926
H  1.52658  5.52901  -3.07207
H  -0.66631  3.71526  -3.92042
H  2.20307  4.02657  -4.61570
H  0.96274  2.89620  -5.30964
C  0.07638  -3.45411  -5.13802
C  -0.10398  -1.91959  -5.17110
C  1.16676  -1.10058  -4.79619
O  1.12273  -0.07997  -5.79955
C  0.38835  -0.48831  -6.84917
O  0.47976  -0.06425  -7.96164
O  -0.40825  -1.48795  -6.48698
H  -0.88083  -3.96193  -5.22147
H  0.51710  -3.70148  -4.17036
H  0.77240  -3.75640  -5.91925
H  -0.93133  -1.63207  -4.52045
H  2.02585  -1.76813  -4.88686
H  1.06287  -0.79203  -3.76110
C  2.35514  -5.55910  4.42217
C  3.03477  -4.75289  3.35536
C  3.07941  -5.40688  1.95098
O  2.44254  -4.51568  1.06612
C  2.07658  -3.41628  1.74348
O  1.57847  -2.44496  1.27159
O  2.23338  -3.61560  3.05163
H  2.48787  -5.12664  5.41539
H  2.69583  -6.58340  4.58133
H  1.28678  -5.58375  4.20354
H  4.07080  -4.54311  3.62420
H  2.59558  -6.38364  1.93475
H  4.13352  -5.55570  1.71583
C  -0.04315  -1.17546  3.99087
C  -0.52254  -1.86603  5.24279
C  -2.04036  -2.23689  5.32426
O  -2.01503  -3.55652  5.80463
C  -0.76794  -4.02717  5.96914
O  -0.48602  -5.10017  6.39949
O  0.10147  -3.14332  5.45530
H  0.99053  -0.82558  4.00891
H  -0.57512  -0.23928  3.80140
H  -0.13534  -1.79633  3.09910
H  -0.22648  -1.30332  6.13114
H  -2.48606  -2.21116  4.33192
H  -2.47400  -1.56330  6.06055

**Lowest unoccupied orbital energy**: -0.73 eV
**HOMO-LUMO gap**: 8.913 eV
**Energy above the lowest of the compared OMol25 structures with the same formula, charge and spin**: 0.0 kJ/mol